C20H24AsCl2N4O9OsP3S4 | ωB97M-V/def2-TZVPD

<S²>: 6.03
Energy relative to the best compared isomer or geometry (same formula, charge and spin) in kcal per mole: 35.1
Net charge: -2
E_tot in eV: -205087.4715
2S+1: 5

Cartesian coordinates (Å):
Os 0.497 1.351 -0.946
S 2.538 3.053 3.536
As 0.582 3.840 3.467
S -0.562 3.508 1.420
S 0.697 3.513 -0.172
S -0.685 2.931 4.904
O 0.867 -2.256 -3.355
P 1.746 -1.063 -2.724
O 3.162 -1.421 -2.694
O 1.010 -0.617 -1.467
O 1.568 0.134 -3.848
P 0.222 0.958 -4.099
O -0.933 -0.206 -3.989
O 0.193 1.536 -5.451
O -0.018 1.883 -2.914
H -0.064 -2.001 -3.276
H -1.143 -0.447 -4.901
Cl 5.467 0.034 1.719
C 5.277 -1.512 0.959
C 6.335 -2.057 0.259
C 6.196 -3.303 -0.327
C 4.980 -3.956 -0.275
C 3.908 -3.371 0.374
Cl 2.359 -4.099 0.192
C 4.039 -2.162 1.076
N 3.035 -1.594 1.847
C 2.195 -2.305 2.680
C 2.609 -3.564 3.135
C 1.844 -4.311 4.006
C 0.636 -3.813 4.457
C 0.234 -2.553 4.046
C 0.985 -1.770 3.176
C 0.486 -0.359 2.930
C 0.241 0.137 1.502
O -0.839 -0.045 0.936
O 1.194 0.809 0.944
H 7.263 -1.508 0.183
H 7.025 -3.744 -0.864
H 4.830 -4.891 -0.794
H 2.849 -0.607 1.713
H 3.566 -3.947 2.805
H 2.202 -5.274 4.348
H 0.026 -4.384 5.146
H -0.696 -2.149 4.428
H 1.204 0.330 3.386
H -0.471 -0.247 3.435
C -4.820 3.358 -0.358
N -4.896 1.904 -0.262
C -5.377 1.385 -1.534
N -4.588 1.801 -2.688
C -4.515 3.256 -2.710
N -4.013 3.832 -1.475
C -2.600 3.511 -1.274
P -2.245 1.676 -1.136
C -3.600 1.324 0.099
C -3.250 1.212 -2.652
H -4.403 3.754 0.570
H -5.839 3.738 -0.491
H -6.401 1.748 -1.680
H -5.386 0.293 -1.489
H -5.525 3.647 -2.884
H -3.863 3.567 -3.529
H -2.280 3.994 -0.351
H -2.013 3.912 -2.105
H -3.288 1.702 1.075
H -3.708 0.240 0.192
H -3.346 0.124 -2.695
H -2.700 1.541 -3.534



C5H5NO2 | ωB97M-V/def2-TZVPD

Energy relative to the best compared isomer or geometry (same formula, charge and spin) in kcal per mole: 64.8
E_tot in eV: -10848.5029

Cartesian coordinates (Å):
C 3.139 0.059 0.002
C 1.616 -0.188 0.010
C -0.620 0.956 -0.096
C -1.262 -0.237 0.266
C -2.626 -0.181 -0.020
H 3.270 0.533 1.058
H 3.350 1.073 -0.683
H 3.666 -0.855 -0.285
H -0.925 2.009 -0.507
H -0.789 -1.131 0.494
N -3.822 -0.195 -0.075
O 1.269 -1.276 -0.159
O 0.818 0.936 0.093



C29H49BeBrCl4F3IKLi2N2O8P | ωB97M-V/def2-TZVPD

E_tot in eV: -213015.0610

Cartesian coordinates (Å):
C -2.282 -0.287 4.517
C -1.085 -0.126 3.836
P -0.701 -0.736 2.062
C -1.220 -2.513 2.509
C -0.259 -3.274 3.418
F 0.441 -4.164 2.607
C 0.094 -1.518 0.493
C -0.721 -1.698 -0.748
O -0.468 -1.184 -1.683
Br -2.309 -2.980 -0.761
O -2.242 -0.285 1.415
C -2.416 1.067 1.509
O -3.508 1.611 0.640
C -4.437 1.917 1.404
N -5.218 2.065 2.160
C -0.994 1.799 1.341
C -1.097 3.101 2.174
C 0.103 4.057 2.044
C -0.102 5.305 2.954
I 0.318 4.786 5.015
C -0.913 2.334 -0.154
C 0.450 2.113 -0.853
C 0.555 2.975 -2.137
C 1.847 2.758 -2.957
C 1.966 1.270 -3.360
C 3.370 0.598 -2.996
C 3.348 -0.147 -1.639
C 4.584 0.061 -0.785
C 4.493 1.423 -0.029
C 3.569 1.303 1.207
C 4.243 0.637 2.431
C 3.420 0.970 3.712
O -0.058 0.878 1.766
H -3.155 0.358 4.359
H -2.336 -1.088 5.270
H -0.265 0.375 4.377
H 0.622 -0.977 2.607
H -1.287 -3.139 1.604
H -2.232 -2.531 2.939
H 0.381 -2.656 4.057
H -0.892 -3.889 4.074
H 0.933 -0.863 0.218
H 0.554 -2.482 0.769
H -2.732 1.440 2.501
H -2.000 3.636 1.819
H -1.237 2.917 3.255
H 0.997 3.534 2.408
H 0.256 4.436 1.023
H -1.174 5.546 2.929
H 0.484 6.164 2.618
H -1.180 3.399 -0.191
H -1.625 1.790 -0.798
H 1.280 2.275 -0.151
H 0.471 1.053 -1.117
H 0.522 4.029 -1.812
H -0.328 2.797 -2.776
H 1.811 3.352 -3.878
H 2.700 3.066 -2.335
H 1.178 0.637 -2.850
H 1.859 1.176 -4.486
H 3.574 -0.152 -3.783
H 4.170 1.349 -2.964
H 3.219 -1.257 -1.765
H 2.453 0.188 -1.084
H 4.676 -0.718 -0.019
H 5.492 -0.026 -1.394
H 5.473 1.799 0.286
H 3.991 2.127 -0.724
H 3.275 2.325 1.498
H 2.662 0.729 0.973
H 4.285 -0.458 2.343
H 5.261 1.034 2.551
H 2.351 1.062 3.462
H 3.529 0.151 4.434
H 3.716 1.925 4.169
C 1.298 -7.365 2.404
Cl -0.241 -8.066 1.922
Cl 2.041 -8.276 3.727
H 1.970 -7.374 1.552
H 1.119 -6.347 2.732
Be -3.042 -5.034 0.108
Cl -0.852 -3.267 -3.162
F 6.141 -2.004 -1.483
K 0.909 -0.761 -4.785
Li 2.378 -2.867 -2.541
F -1.195 -6.146 2.851
O -6.622 -7.117 -1.943
Cl -5.281 -7.472 -1.600
O -4.672 -8.221 -2.652
O -5.249 -8.207 -0.370
O -4.508 -6.216 -1.416
Li -7.034 3.196 2.526
N -3.275 1.513 -5.524
C -2.111 2.144 -5.862
C -2.380 3.015 -6.885
C -3.766 2.909 -7.170
C -4.289 1.977 -6.312
H -3.369 0.815 -4.806
H -1.196 1.916 -5.348
H -1.665 3.656 -7.373
H -4.316 3.454 -7.919
H -5.292 1.604 -6.197



C5H13N3 | ωB97M-V/def2-TZVPD

Energy relative to the best compared isomer or geometry (same formula, charge and spin) in kcal per mole: 12.7
E_tot in eV: -9865.8172

Cartesian coordinates (Å):
C 1.117 1.020 1.835
C 1.482 0.110 0.677
C 0.972 0.571 -0.677
C -0.535 0.455 -0.856
N -0.892 -0.900 -1.270
C -2.112 -1.430 -0.965
N -2.286 -2.683 -0.871
N 1.833 2.310 1.873
H 1.203 0.557 2.814
H 0.052 1.269 1.761
H 2.564 -0.025 0.621
H 1.156 -0.912 0.887
H 1.258 1.603 -0.880
H 1.443 -0.010 -1.476
H -1.065 0.706 0.059
H -0.872 1.160 -1.624
H -0.157 -1.592 -1.278
H -2.909 -0.692 -0.846
H -3.266 -2.903 -0.699
H 1.999 2.623 0.921
H 2.744 2.181 2.297



C75H171N15O11P2 | ωB97M-V/def2-TZVPD

Energy relative to the best compared isomer or geometry (same formula, charge and spin) in kcal per mole: 117.9
E_tot in eV: -143984.8701

Cartesian coordinates (Å):
C 8.976 9.451 2.111
O 7.805 9.659 1.861
N 9.595 9.288 3.251
C 8.840 9.186 4.530
C 11.065 9.139 3.164
H 9.683 9.426 1.267
H 8.848 8.153 4.877
H 7.861 9.643 4.387
H 9.139 9.824 5.362
H 11.347 9.166 2.111
H 11.631 9.927 3.662
H 11.298 8.231 3.719
C 18.379 8.849 -5.673
O 18.408 8.643 -4.412
N 17.532 9.671 -6.299
C 17.805 10.026 -7.732
C 16.270 10.195 -5.747
H 19.116 8.496 -6.411
H 17.511 11.068 -7.860
H 17.138 9.408 -8.331
H 18.780 9.782 -8.155
H 15.455 9.483 -5.878
H 16.319 10.386 -4.675
H 15.847 11.076 -6.230
C 12.551 3.456 -7.430
O 11.694 2.594 -7.245
N 13.154 4.124 -6.386
C 14.403 4.898 -6.599
C 13.142 3.578 -4.992
H 12.819 3.804 -8.439
H 14.537 5.359 -7.578
H 15.250 4.212 -6.597
H 14.475 5.566 -5.741
H 13.894 2.790 -5.014
H 13.412 4.326 -4.247
H 12.262 3.011 -4.689
O 16.737 7.470 1.055
P 15.616 7.643 0.040
N 15.827 6.842 -1.427
C 17.074 6.075 -1.777
C 14.931 6.932 -2.588
N 15.293 9.263 -0.453
C 15.908 9.972 -1.571
C 14.503 10.146 0.360
N 14.196 6.928 0.479
C 14.207 5.823 1.430
C 12.846 7.382 0.124
H 16.823 5.045 -2.033
H 17.811 5.906 -0.992
H 17.658 6.707 -2.445
H 14.973 7.913 -3.060
H 13.907 6.626 -2.374
H 15.212 6.201 -3.346
H 16.683 9.364 -2.037
H 15.148 10.190 -2.322
H 16.442 10.865 -1.245
H 15.020 11.066 0.636
H 13.607 10.492 -0.154
H 14.063 9.679 1.241
H 13.456 5.140 1.033
H 15.149 5.275 1.419
H 13.825 6.269 2.348
H 12.644 8.116 0.903
H 12.111 6.605 0.336
H 12.825 7.573 -0.949
O 17.430 -0.430 3.118
P 18.477 0.515 2.662
N 18.375 2.074 3.236
C 17.284 2.972 2.628
C 18.870 2.534 4.500
N 18.594 0.832 1.011
C 19.471 1.905 0.453
C 18.056 -0.078 0.020
N 20.042 -0.092 3.090
C 20.272 -1.512 3.410
C 21.376 0.386 2.532
H 17.606 4.001 2.471
H 16.453 3.119 3.318
H 16.935 2.643 1.649
H 19.240 3.558 4.539
H 19.581 1.850 4.964
H 18.100 2.428 5.264
H 18.964 2.691 -0.106
H 20.282 2.197 1.120
H 20.119 1.363 -0.236
H 18.808 -0.836 -0.200
H 17.180 -0.633 0.357
H 17.767 0.441 -0.894
H 21.201 -1.795 3.904
H 19.421 -1.754 4.047
H 20.038 -2.041 2.486
H 21.408 0.345 1.443
H 22.112 -0.144 3.136
H 21.597 1.448 2.635
C 14.726 3.272 6.322
C 13.695 2.329 5.704
C 12.667 1.798 6.847
C 11.674 2.896 7.274
C 10.871 3.385 6.131
C 11.654 3.947 4.937
N 12.886 3.050 4.638
O 13.634 3.589 3.585
C 10.708 3.990 3.702
C 12.144 5.356 5.264
C 14.433 1.009 5.224
H 14.131 4.170 6.488
H 15.466 3.551 5.572
H 15.192 2.838 7.207
H 12.048 1.067 6.326
H 13.133 1.381 7.740
H 12.356 3.673 7.618
H 11.007 2.674 8.107
H 10.137 4.041 6.599
H 10.268 2.532 5.819
H 11.012 4.773 3.007
H 10.755 3.042 3.166
H 9.665 4.174 3.962
H 11.239 5.848 5.619
H 12.964 5.570 5.950
H 12.291 5.980 4.383
H 14.956 0.510 6.041
H 15.324 1.221 4.634
H 13.831 0.234 4.751
H 13.688 2.716 3.189
C 20.783 17.422 -2.044
C 19.803 16.338 -1.439
C 19.113 16.966 -0.222
C 17.820 16.129 0.241
C 16.778 16.122 -0.969
C 17.485 15.527 -2.229
N 18.779 16.127 -2.516
O 19.344 15.872 -3.760
C 17.512 13.959 -2.142
C 16.547 15.769 -3.535
C 20.482 15.004 -0.860
H 21.630 17.585 -1.379
H 20.260 18.289 -2.447
H 21.244 16.932 -2.902
H 19.819 16.990 0.608
H 18.920 18.039 -0.232
H 17.332 16.684 1.042
H 18.117 15.119 0.524
H 16.485 17.166 -1.071
H 15.934 15.454 -0.794
H 16.732 13.652 -2.838
H 18.319 13.402 -2.619
H 17.377 13.454 -1.185
H 16.952 15.428 -4.487
H 15.564 15.322 -3.385
H 16.499 16.849 -3.669
H 20.911 15.253 0.111
H 21.284 14.682 -1.524
H 19.811 14.165 -0.678
H 18.798 16.485 -4.257
C 22.171 8.551 -0.103
C 21.242 8.264 1.113
C 21.932 8.438 2.473
C 22.205 9.892 2.846
C 20.973 10.772 2.805
C 20.148 10.682 1.478
N 20.078 9.191 1.157
O 19.339 9.030 -0.008
C 18.694 11.381 1.690
C 20.693 11.512 0.258
C 20.622 6.805 1.160
H 21.578 8.888 -0.954
H 22.698 7.620 -0.311
H 22.882 9.314 0.214
H 21.314 7.965 3.237
H 22.935 8.018 2.554
H 22.911 10.504 2.284
H 22.599 9.900 3.862
H 21.268 11.820 2.747
H 20.228 10.794 3.599
H 18.471 12.266 1.095
H 17.801 10.793 1.476
H 18.569 11.533 2.762
H 20.455 11.083 -0.715
H 20.370 12.553 0.301
H 21.779 11.590 0.310
H 21.265 5.932 1.273
H 19.985 6.647 0.290
H 19.816 6.775 1.892
H 18.622 8.484 0.326
C 11.142 -1.404 -0.718
C 11.303 -0.369 0.466
C 12.765 -0.316 0.909
C 13.544 0.479 -0.138
C 13.033 1.900 -0.339
C 11.535 2.076 -0.627
N 10.821 1.058 0.183
O 9.501 1.118 -0.155
C 11.202 3.494 -0.162
C 11.340 1.959 -2.084
C 10.335 -0.842 1.637
H 10.092 -1.598 -0.937
H 11.686 -2.338 -0.575
H 11.620 -0.946 -1.584
H 12.839 0.196 1.869
H 13.126 -1.262 1.311
H 13.589 0.090 -1.155
H 14.585 0.381 0.172
H 13.677 2.313 -1.115
H 13.347 2.528 0.495
H 11.329 3.379 0.915
H 11.819 4.334 -0.481
H 10.181 3.749 -0.445
H 11.770 1.064 -2.534
H 10.301 1.989 -2.410
H 11.504 2.916 -2.579
H 10.141 -1.915 1.659
H 9.352 -0.431 1.407
H 10.642 -0.636 2.662
H 9.478 0.832 -1.071
C 15.578 16.315 6.214
C 16.368 15.051 5.839
C 15.966 13.870 6.708
C 14.461 13.409 6.584
C 14.364 13.004 5.068
C 14.695 14.074 4.016
N 15.953 14.736 4.420
O 16.609 15.307 3.328
C 14.686 13.270 2.725
C 13.533 15.101 3.723
C 17.862 15.198 5.959
H 15.657 16.609 7.261
H 14.523 16.043 6.223
H 15.736 17.178 5.567
H 16.551 12.974 6.499
H 16.085 14.068 7.773
H 13.733 14.194 6.788
H 14.296 12.529 7.205
H 13.354 12.673 4.826
H 14.926 12.075 4.967
H 15.487 12.535 2.805
H 13.837 12.637 2.467
H 14.978 13.807 1.822
H 13.630 15.535 2.728
H 12.654 14.470 3.861
H 13.523 15.882 4.483
H 18.255 15.968 5.294
H 18.297 14.257 5.623
H 18.262 15.516 6.922
H 16.117 16.131 3.372
C 8.885 6.064 -2.373
C 9.202 7.358 -3.214
C 8.509 7.105 -4.531
C 7.085 7.615 -4.453
C 7.282 9.227 -4.235
C 8.069 9.681 -2.983
N 8.839 8.497 -2.488
O 9.567 8.849 -1.418
C 8.921 10.950 -3.408
C 7.114 9.992 -1.866
C 10.685 7.206 -3.585
H 9.480 5.233 -2.751
H 9.161 6.101 -1.319
H 7.831 5.803 -2.281
H 9.037 7.486 -5.406
H 8.514 6.069 -4.870
H 6.535 7.445 -5.378
H 6.415 7.410 -3.618
H 6.238 9.525 -4.138
H 7.686 9.775 -5.087
H 8.207 11.729 -3.678
H 9.592 10.766 -4.246
H 9.648 11.142 -2.619
H 6.317 10.655 -2.202
H 7.712 10.684 -1.273
H 6.648 9.179 -1.310
H 11.348 7.006 -2.743
H 10.963 6.463 -4.333
H 11.096 8.173 -3.875
H 8.959 8.642 -0.704



What did the first record say?
C20H24AsCl2N4O9OsP3S4 | ωB97M-V/def2-TZVPD

<S²>: 6.03
Energy relative to the best compared isomer or geometry (same formula, charge and spin) in kcal per mole: 35.1
Net charge: -2
E_tot in eV: -205087.4715
2S+1: 5

Cartesian coordinates (Å):
Os 0.497 1.351 -0.946
S 2.538 3.053 3.536
As 0.582 3.840 3.467
S -0.562 3.508 1.420
S 0.697 3.513 -0.172
S -0.685 2.931 4.904
O 0.867 -2.256 -3.355
P 1.746 -1.063 -2.724
O 3.162 -1.421 -2.694
O 1.010 -0.617 -1.467
O 1.568 0.134 -3.848
P 0.222 0.958 -4.099
O -0.933 -0.206 -3.989
O 0.193 1.536 -5.451
O -0.018 1.883 -2.914
H -0.064 -2.001 -3.276
H -1.143 -0.447 -4.901
Cl 5.467 0.034 1.719
C 5.277 -1.512 0.959
C 6.335 -2.057 0.259
C 6.196 -3.303 -0.327
C 4.980 -3.956 -0.275
C 3.908 -3.371 0.374
Cl 2.359 -4.099 0.192
C 4.039 -2.162 1.076
N 3.035 -1.594 1.847
C 2.195 -2.305 2.680
C 2.609 -3.564 3.135
C 1.844 -4.311 4.006
C 0.636 -3.813 4.457
C 0.234 -2.553 4.046
C 0.985 -1.770 3.176
C 0.486 -0.359 2.930
C 0.241 0.137 1.502
O -0.839 -0.045 0.936
O 1.194 0.809 0.944
H 7.263 -1.508 0.183
H 7.025 -3.744 -0.864
H 4.830 -4.891 -0.794
H 2.849 -0.607 1.713
H 3.566 -3.947 2.805
H 2.202 -5.274 4.348
H 0.026 -4.384 5.146
H -0.696 -2.149 4.428
H 1.204 0.330 3.386
H -0.471 -0.247 3.435
C -4.820 3.358 -0.358
N -4.896 1.904 -0.262
C -5.377 1.385 -1.534
N -4.588 1.801 -2.688
C -4.515 3.256 -2.710
N -4.013 3.832 -1.475
C -2.600 3.511 -1.274
P -2.245 1.676 -1.136
C -3.600 1.324 0.099
C -3.250 1.212 -2.652
H -4.403 3.754 0.570
H -5.839 3.738 -0.491
H -6.401 1.748 -1.680
H -5.386 0.293 -1.489
H -5.525 3.647 -2.884
H -3.863 3.567 -3.529
H -2.280 3.994 -0.351
H -2.013 3.912 -2.105
H -3.288 1.702 1.075
H -3.708 0.240 0.192
H -3.346 0.124 -2.695
H -2.700 1.541 -3.534